No. 1
# C12H19N3O3S2

A single C12H19N3O3S2 molecule (ωB97M-V with the def2-TZVPD basis set, the Open Molecules 2025 dataset).

As for the gap between HOMO and LUMO: 9.616 eV. The HOMO energy is -0.3309 hartree. The SMILES is CCOC(=O)CS[C@H](C)C(=O)Nc1nnc(C(C)C)s1.

Each line ends with the Mulliken charge.
Cartesian coordinates (Å):
C  3.065  5.060  -0.863  -1.074
C  2.156  4.513  -1.954  -0.332
H  1.171  4.982  -1.925  0.300
H  2.614  4.656  -2.938  0.390
O  1.904  3.116  -1.765  -0.346
C  2.818  2.263  -2.233  0.570
O  3.810  2.578  -2.831  -0.572
C  2.448  0.841  -1.876  -0.480
H  1.373  0.676  -1.926  0.262
H  2.989  0.143  -2.512  0.445
S  3.008  0.518  -0.168  -0.143
C  1.614  1.268  0.766  0.482
C  1.984  1.358  2.242  -1.465
H  1.168  1.816  2.796  0.395
H  2.178  0.370  2.654  0.359
H  2.878  1.964  2.364  0.427
C  0.349  0.450  0.590  0.280
O  -0.736  0.948  0.393  -0.695
N  0.532  -0.896  0.702  0.020
C  -0.494  -1.796  0.605  0.282
N  -0.327  -3.072  0.700  -0.658
N  -1.462  -3.751  0.576  -0.218
C  -2.501  -3.026  0.387  0.184
C  -3.891  -3.539  0.247  0.704
C  -4.698  -3.157  1.492  -1.328
H  -4.260  -3.617  2.376  0.340
H  -5.723  -3.505  1.391  0.378
H  -4.709  -2.078  1.628  0.394
C  -3.886  -5.050  0.036  -1.550
H  -3.424  -5.542  0.887  0.329
H  -4.904  -5.414  -0.077  0.435
H  -3.317  -5.308  -0.853  0.360
H  -4.346  -3.050  -0.623  0.279
S  -2.146  -1.297  0.339  -0.113
H  1.466  -1.273  0.815  0.301
H  1.439  2.264  0.354  0.094
H  3.212  6.125  -1.014  0.395
H  2.621  4.900  0.117  0.260
H  4.032  4.563  -0.900  0.309

No. 2
# C12H19N4

2 unconnected molecules or ions with the total composition C12H19N4 (ωB97M-V with the def2-TZVPD basis set, the Open Molecules 2025 dataset).

As for the expectation value of S²: 0.753. As for the gap between HOMO and LUMO (spin up / spin down): 3.689 / 8.465 eV. The HOMO energy (spin up / spin down) is -0.1062 / -0.2846 hartree. The multiplicity is 2.

Each line ends with the Mulliken spin population.
Cartesian coordinates (Å):
C  -1.899  -0.355  -2.505  -0.008
C  -0.749  -0.686  -3.444  0.015
C  -1.769  1.368  -0.698  0.980
N  -1.870  1.037  -1.987  -0.070
N  -2.139  0.546  0.341  0.077
N  -1.490  2.616  -0.212  0.054
H  -2.894  -0.455  -2.964  0.018
H  -1.756  -1.018  -1.692  -0.011
H  0.203  -0.313  -3.046  -0.004
H  -0.589  -0.146  -4.386  -0.007
H  -1.391  1.677  -2.624  0.036
H  -2.594  -0.302  0.109  -0.027
H  -1.878  0.731  1.292  -0.077
H  -0.706  3.038  -0.717  0.055
H  -1.448  2.718  0.746  -0.053
H  -0.680  -1.810  -3.665  -0.001
C  2.576  1.920  0.365  0.030
C  0.469  -0.890  1.696  -0.013
C  1.278  -0.370  0.616  -0.017
C  1.515  1.069  0.954  0.023
C  0.717  1.384  2.043  0.000
C  0.874  -3.058  0.783  0.004
C  0.376  -2.256  1.859  0.003
C  1.415  -2.538  -0.381  -0.002
C  1.681  -1.133  -0.484  -0.014
N  0.017  0.234  2.493  0.010
H  0.786  -4.075  0.980  0.001
H  -0.028  -2.715  2.772  -0.001
H  1.649  -3.256  -1.137  0.000
H  2.285  -0.763  -1.278  0.001
H  -0.600  0.212  3.328  0.000
H  0.528  2.283  2.661  0.006
H  2.525  2.974  0.577  -0.002
H  2.480  2.045  -0.666  -0.007
H  3.581  1.417  0.438  0.000

No. 3
# C12H20Al2BrCl3Cs2F7LiN2O12S3

A molecular structure, C12H20Al2BrCl3Cs2F7LiN2O12S3 (ωB97M-V with the def2-TZVPD basis set, the Open Molecules 2025 dataset).

As for the gap between HOMO and LUMO: 2.114 eV. The HOMO energy is -0.2670 hartree.

Each line ends with the Mulliken charge.
Cartesian coordinates (Å):
C  1.479  4.898  -1.258  -0.170
C  0.068  5.306  -1.574  0.462
O  -0.208  6.452  -1.819  -0.577
O  -0.939  4.368  -1.557  -0.285
C  -0.676  3.241  -2.389  -0.101
C  -1.582  2.076  -1.968  -1.294
C  -0.860  0.820  -1.567  0.685
S  0.121  0.049  -2.841  1.082
O  0.630  1.015  -3.741  -0.632
O  -0.612  -0.973  -3.483  -0.611
N  1.432  -0.767  -2.091  -0.423
S  2.551  0.393  -1.603  1.402
O  3.393  0.570  -2.704  -0.536
O  1.960  1.665  -1.143  -0.508
N  3.587  -0.041  -0.287  0.020
C  2.895  -0.474  0.877  0.351
C  3.757  -0.955  1.998  -1.438
O  1.694  -0.437  0.984  0.038
C  4.397  1.167  0.106  0.662
C  3.980  2.037  1.251  -0.409
O  5.402  1.392  -0.501  -0.480
H  1.464  4.006  -0.637  -0.069
H  2.042  5.704  -0.800  0.044
H  1.948  4.593  -2.185  0.315
H  0.371  2.981  -2.438  0.132
H  -0.960  3.510  -3.398  0.398
H  -2.125  2.397  -1.091  0.393
H  -2.325  1.902  -2.725  0.507
H  -0.248  0.963  -0.666  -0.006
H  -1.622  0.099  -1.309  0.433
H  4.709  -1.263  1.587  0.426
H  3.956  -0.136  2.671  0.265
H  3.298  -1.789  2.498  0.472
H  4.165  3.069  1.030  -0.397
H  4.606  1.796  2.097  0.345
H  2.958  1.907  1.575  0.083
Al  0.617  1.505  0.737  -0.101
F  -6.238  1.473  -2.376  -0.376
Al  -5.626  1.150  -0.839  0.360
F  -5.901  2.447  0.195  -0.368
F  -3.922  0.880  -0.963  -0.273
F  -6.336  -0.259  -0.219  -0.374
Cl  3.787  7.178  -0.386  -0.887
Cs  5.557  5.490  0.039  0.948
Br  1.433  -2.803  -0.881  -0.007
C  -1.687  -5.227  -1.602  0.631
F  -0.403  -5.474  -1.670  -0.205
F  -1.849  -3.988  -2.133  -0.300
F  -2.308  -6.073  -2.488  -0.320
S  -2.371  -5.408  0.138  1.046
O  -1.633  -4.450  0.944  -0.585
O  -2.124  -6.764  0.490  -0.493
O  -3.800  -5.111  0.021  -0.748
Cl  -2.432  -1.018  2.641  -0.159
C  -2.370  -2.314  3.877  -0.331
C  -1.326  -2.036  4.912  -0.759
Cl  0.324  -2.130  4.222  -0.104
H  -2.170  -3.254  3.372  0.193
H  -3.354  -2.371  4.337  0.335
H  -1.390  -2.782  5.694  0.402
H  -1.442  -1.049  5.356  0.404
Cs  -2.670  -3.049  -0.166  0.985
O  -0.642  -4.742  4.918  -0.653
H  -0.127  -5.204  4.245  0.213
Li  -4.229  -6.214  -3.170  0.950

No. 4
# C12H20B2BaF4O16PPd2

A molecular structure, C12H20B2BaF4O16PPd2 (ωB97M-V with the def2-TZVPD basis set, the Open Molecules 2025 dataset).

As for the expectation value of S²: 6.032. As for the gap between HOMO and LUMO (spin up / spin down): 3.723 / 3.736 eV. The HOMO energy (spin up / spin down) is -0.3791 / -0.3790 hartree. As for the total charge: +1. The multiplicity is 5.

Each line ends with the Mulliken spin population.
Cartesian coordinates (Å):
Pd  14.668  -2.397  12.723  0.993
Pd  13.091  2.646  12.958  0.996
Ba  9.247  -5.497  12.553  -0.008
B  16.332  1.198  12.213  0.000
H  16.116  2.255  12.228  0.000
H  17.278  0.839  11.840  -0.001
H  16.193  1.052  13.273  0.000
H  15.536  0.729  11.655  0.000
B  13.424  -5.659  14.095  0.000
H  14.368  -5.603  14.614  0.000
H  12.803  -6.404  14.568  0.000
H  12.926  -4.715  14.250  0.000
H  13.515  -5.931  13.054  0.000
P  10.657  -0.727  12.138  -0.143
O  9.325  -1.333  12.680  0.318
O  11.368  -1.808  11.302  0.577
O  11.728  -0.579  13.275  0.737
O  10.676  0.685  11.544  0.531
C  12.422  0.187  5.280  0.000
C  12.161  -1.176  5.807  0.000
O  12.790  -1.937  4.772  0.000
C  12.879  -1.183  3.641  0.000
O  13.343  -1.553  2.581  0.000
O  12.577  0.038  3.924  0.000
F  10.763  -1.429  5.851  0.000
H  13.222  0.654  5.855  0.000
H  11.617  0.898  5.464  0.000
H  12.676  -1.458  6.725  0.000
C  5.197  -0.142  16.503  0.000
C  6.403  0.638  16.319  0.000
O  7.406  -0.001  17.058  0.000
C  6.837  -0.706  17.983  0.000
O  7.424  -1.029  19.021  0.000
O  5.460  -0.748  17.717  0.000
F  6.214  1.856  16.886  0.000
H  5.191  -0.824  15.652  0.000
H  4.273  0.393  16.281  0.000
H  6.865  0.679  15.333  -0.001
C  8.155  9.061  15.151  0.000
C  7.119  8.441  14.268  0.000
O  7.791  7.338  13.847  0.000
C  8.960  7.175  14.453  0.000
O  9.740  6.252  14.170  0.000
O  9.142  8.103  15.254  0.000
F  6.745  9.215  13.247  0.000
H  7.880  9.320  16.174  0.000
H  8.645  9.906  14.667  0.000
H  6.311  8.260  14.977  0.000
C  6.071  3.213  8.709  0.000
C  5.497  1.986  9.407  0.000
O  4.308  1.783  8.620  0.000
C  4.353  2.392  7.454  0.000
O  3.515  2.477  6.559  0.000
O  5.424  3.198  7.457  0.000
F  5.052  2.403  10.565  0.000
H  7.156  3.249  8.613  0.000
H  5.711  4.103  9.225  0.000
H  6.040  1.054  9.564  0.000

No. 5
# C12H20B2Cl10F14HgNO4S2

A molecular structure, C12H20B2Cl10F14HgNO4S2 (ωB97M-V with the def2-TZVPD basis set, the Open Molecules 2025 dataset).

As for the gap between HOMO and LUMO: 8.988 eV. The HOMO energy is -0.3135 hartree. As for the total charge: -1.

Each line ends with the Mulliken charge.
Cartesian coordinates (Å):
Hg  0.854  2.407  -1.336  2.257
B  3.577  2.191  -1.457  -0.084
F  3.533  3.054  -2.491  -0.338
F  4.867  2.102  -1.078  -0.345
F  2.938  2.841  -0.474  -0.219
F  2.978  1.067  -1.760  -0.011
B  0.316  1.957  -3.917  -0.061
F  1.214  2.902  -3.606  -0.282
F  0.240  1.838  -5.260  -0.340
F  0.795  0.872  -3.286  -0.109
F  -0.867  2.389  -3.353  -0.267
C  2.042  1.038  2.378  0.685
F  2.930  2.008  2.734  -0.217
F  2.567  0.317  1.391  -0.203
F  1.732  0.223  3.399  -0.203
S  0.459  1.987  1.664  1.141
O  -0.566  2.166  2.707  -0.625
O  1.027  3.174  1.111  -0.651
N  -0.114  1.127  0.234  -0.694
S  -0.914  -0.130  0.711  0.704
O  -0.167  -0.930  1.681  -0.688
O  -2.322  0.132  1.035  -0.499
C  -0.881  -1.270  -0.861  0.503
F  0.419  -1.297  -1.372  -0.167
F  -1.361  -2.475  -0.425  -0.207
F  -1.692  -0.783  -1.795  -0.178
Cl  -1.673  3.943  -0.855  -0.174
C  -2.957  3.608  0.404  0.133
C  -4.388  3.964  -0.001  -0.461
Cl  -4.534  5.684  -0.246  -0.194
H  -2.716  4.165  1.309  0.411
H  -2.848  2.560  0.682  -0.290
H  -5.284  3.508  0.421  0.370
H  -4.404  3.474  -0.974  0.288
Cl  7.218  -0.081  3.321  -0.196
C  6.070  1.285  3.237  -0.099
C  5.308  1.570  4.534  -0.312
Cl  6.369  1.923  5.888  -0.212
H  5.347  1.118  2.438  -0.002
H  6.604  2.158  2.862  0.338
H  4.829  0.654  4.878  0.287
H  4.562  2.363  4.472  0.200
Cl  -1.615  -6.322  2.502  -0.175
C  -0.213  -6.657  1.613  -0.299
C  0.412  -5.310  1.246  -0.345
Cl  2.020  -5.424  0.251  -0.232
H  -0.337  -7.348  0.779  0.323
H  0.534  -7.093  2.276  0.258
H  0.671  -4.704  2.114  0.366
H  -0.351  -4.687  0.781  0.130
Cl  -4.688  -0.591  -1.052  -0.116
C  -6.037  -0.654  0.112  -0.580
C  -5.531  -0.628  1.551  -0.127
Cl  -6.808  -1.333  2.669  -0.256
H  -6.704  -1.459  -0.194  0.383
H  -6.672  0.148  -0.265  0.317
H  -5.403  0.395  1.905  0.202
H  -4.656  -1.258  1.707  0.166
Cl  -0.845  -1.893  -6.298  -0.231
C  0.116  -1.610  -4.850  0.513
C  1.105  -2.725  -4.363  -0.265
Cl  0.275  -4.216  -3.799  -0.226
H  -0.556  -1.368  -4.027  -0.374
H  0.739  -0.727  -4.997  0.065
H  1.608  -2.371  -3.463  0.087
H  1.828  -2.968  -5.141  0.429

No. 6
# C12H20BCdCl2IN2O5S2

A molecular structure, C12H20BCdCl2IN2O5S2 (ωB97M-V with the def2-TZVPD basis set, the Open Molecules 2025 dataset).

As for the gap between HOMO and LUMO: 3.953 eV. The HOMO energy is -0.5580 hartree. As for the total charge: +2.

Each line ends with the Mulliken charge.
Cartesian coordinates (Å):
C  -2.241  -4.888  -1.235  -1.316
C  -2.281  -3.449  -1.700  -0.165
S  -0.909  -2.511  -1.004  -0.034
C  -1.274  -0.805  -1.435  -1.844
C  -0.951  0.110  -0.227  0.964
C  -2.191  0.217  0.742  -0.015
Cl  -3.441  -1.029  0.432  -0.128
C  -2.091  0.324  2.287  0.036
C  -2.292  -0.952  3.109  -1.457
Cl  -0.713  1.292  2.868  -0.095
C  0.511  -0.210  0.163  -2.655
I  0.658  -1.868  1.592  0.583
C  1.449  0.985  0.438  1.403
C  2.782  0.604  1.058  -2.223
C  1.699  1.689  -0.909  -0.088
O  2.594  0.824  -1.663  -0.411
C  3.763  1.337  -1.898  0.538
N  4.877  1.615  -1.927  -0.424
B  2.223  3.252  -0.736  0.436
N  3.058  3.638  0.357  -0.491
O  1.712  4.149  -1.624  -0.590
O  0.522  1.721  -1.737  -0.531
S  -0.866  1.792  -0.990  1.431
O  -0.867  2.775  0.035  -0.518
O  -1.873  1.830  -1.983  -0.708
H  -2.327  -4.981  -0.158  0.357
H  -1.360  -5.406  -1.599  0.359
H  -3.101  -5.384  -1.674  0.396
H  -3.209  -2.966  -1.406  0.290
H  -2.207  -3.389  -2.783  0.405
H  -0.605  -0.532  -2.251  0.996
H  -2.271  -0.628  -1.813  0.779
H  -2.718  1.108  0.426  0.500
H  -2.949  0.928  2.558  0.534
H  -3.345  -1.084  3.322  0.431
H  -1.777  -0.864  4.059  0.355
H  -1.945  -1.857  2.619  0.316
H  0.969  -0.672  -0.708  1.106
H  1.003  1.722  1.091  0.639
H  3.505  1.399  0.931  0.145
H  2.657  0.486  2.132  0.604
H  3.213  -0.277  0.576  0.468
H  3.063  4.655  0.390  0.235
H  4.034  3.376  0.233  0.273
H  2.220  4.255  -2.436  0.348
Cd  3.291  -2.333  2.478  0.769